Record 1
The following is a DFT calculation (wB97M-V/def2-TZVPD) of the molecule C2H2N2O2S2.

Summary:
* orbital gap: 8.07 eV
* SMILES: On1[nH]oc(=S)c1=S
* maximum force: 0.66 eV/Å
* E_HOMO: -9.40 eV
* calculated total energy: -1133.62008 Eh
* energy relative to the best compared isomer or geometry (same formula, charge and spin): 435.5 kJ/mol

Structure (XYZ):
```
10
Properties=species:S:1:pos:R:3:lowdin_charge:R:1
O -2.068 0.003 -0.054 0.0444
N -0.742 -0.165 0.216 -0.2044
N -0.235 -1.424 -0.193 0.1053
O 1.175 -1.222 -0.096 -0.0574
C 1.460 0.101 -0.008 -0.8460
S 2.960 0.674 -0.018 0.7924
C 0.157 0.820 0.081 -0.8002
S -0.213 2.402 -0.048 0.7395
H -2.094 0.895 -0.469 0.0663
H -0.400 -2.084 0.589 0.1602
```

Record 2
The following is a DFT calculation (wB97M-V/def2-TZVPD) of a structure of composition CHOP3 at a distorted geometry.

Summary:
* orbital gap: 7.17 eV
* maximum force: 2.99 eV/Å
* E_HOMO: -9.10 eV
* calculated total energy: -1137.94891 Eh
* energy relative to the best compared isomer or geometry (same formula, charge and spin): 103.0 kJ/mol

Structure (XYZ):
```
6
Properties=species:S:1:pos:R:3:lowdin_charge:R:1
C 0.052 -0.802 0.070 -1.1087
O -1.579 -0.202 2.085 -0.5139
P 1.084 -1.931 -1.101 0.5182
P -0.957 -1.723 -1.361 0.4628
P -0.978 -1.376 1.445 0.6291
H 0.172 0.289 0.224 0.0125
```

Record 3
The following is a DFT calculation (wB97M-V/def2-TZVPD) of a cluster of 16 separate species, C32H96O16S16 in total at a distorted geometry.

Summary:
* orbital gap: 7.97 eV
* maximum force: 4.38 eV/Å
* E_HOMO: -8.12 eV
* calculated total energy: -8851.01067 Eh
* energy relative to the best compared isomer or geometry (same formula, charge and spin): 324.7 kJ/mol

Structure (XYZ):
```
160
Properties=species:S:1:pos:R:3:lowdin_charge:R:1
C -0.775 4.591 -0.054 -0.2316
S -1.833 4.948 1.468 0.8750
O -3.114 5.637 0.901 -0.6000
C -2.427 3.283 1.806 -0.2585
H -0.536 5.519 -0.573 0.0382
H -1.233 3.820 -0.673 0.0303
H 0.154 4.126 0.277 0.0438
H -2.792 2.872 0.864 0.0513
H -3.255 3.541 2.466 0.0338
H -1.626 2.708 2.271 0.0067
C 5.186 -3.017 -2.388 -0.2391
S 4.257 -3.831 -1.031 0.8220
O 3.761 -2.857 0.005 -0.5759
C 2.783 -4.206 -2.035 -0.2596
H 5.932 -2.423 -1.860 0.0381
H 4.442 -2.379 -2.865 0.0225
H 5.631 -3.701 -3.110 0.0636
H 3.082 -4.717 -2.950 0.0589
H 2.241 -3.273 -2.190 0.0329
H 2.108 -4.876 -1.503 0.0245
C -2.320 -2.485 3.115 -0.2458
S -4.148 -2.044 3.030 0.8794
O -4.470 -0.593 3.439 -0.5963
C -4.182 -1.983 1.166 -0.2591
H -2.140 -3.353 2.481 0.0107
H -1.931 -2.703 4.109 0.0488
H -1.623 -1.742 2.728 0.0109
H -3.804 -1.020 0.822 0.0294
H -5.205 -1.925 0.793 0.0329
H -3.752 -2.818 0.613 0.0097
C 5.469 -0.283 0.235 -0.2347
S 4.680 1.347 0.598 0.8310
O 4.931 2.238 -0.634 -0.5694
C 5.892 1.828 1.890 -0.2664
H 6.513 -0.014 0.074 0.0550
H 4.991 -0.618 -0.686 0.0082
H 5.255 -0.827 1.154 0.0565
H 6.873 1.902 1.423 0.0620
H 5.901 1.265 2.824 0.0456
H 5.652 2.843 2.206 0.0170
C -1.194 1.002 4.631 -0.2410
S 0.399 1.814 4.258 0.8237
O 0.434 1.981 2.749 -0.5744
C 0.117 3.502 4.999 -0.2098
H -1.251 0.662 5.665 0.0577
H -1.384 0.186 3.934 0.0225
H -2.082 1.619 4.492 0.0547
H -0.256 4.186 4.237 0.0403
H 1.067 3.985 5.228 0.0231
H -0.487 3.414 5.902 0.0557
C 5.116 0.931 -4.571 -0.2573
S 3.334 0.618 -4.708 0.8348
O 2.730 1.857 -5.378 -0.5783
C 2.895 0.652 -2.903 -0.2340
H 5.543 1.781 -4.039 0.0655
H 5.360 1.202 -5.598 0.0394
H 5.665 -0.001 -4.436 0.0438
H 3.070 1.639 -2.475 0.0501
H 3.501 -0.109 -2.412 0.0315
H 1.826 0.527 -2.732 0.0040
C -3.075 -6.840 -0.440 -0.2520
S -2.486 -5.406 0.540 0.8897
O -1.358 -6.196 1.237 -0.5905
C -1.707 -4.576 -0.909 -0.2468
H -3.468 -7.646 0.180 0.0562
H -2.273 -7.276 -1.036 0.0616
H -3.843 -6.444 -1.105 0.0447
H -0.641 -4.750 -1.058 0.0500
H -1.765 -3.495 -0.785 0.0158
H -2.233 -4.836 -1.828 0.0467
C 3.985 2.792 5.009 -0.2541
S 5.629 3.503 5.505 0.8763
O 6.632 2.637 4.759 -0.5734
C 5.396 4.937 4.412 -0.2728
H 4.023 2.298 4.038 0.0474
H 3.253 3.567 4.783 0.0219
H 3.506 2.254 5.827 0.0402
H 4.684 5.698 4.733 0.0552
H 5.019 4.606 3.444 0.0432
H 6.354 5.455 4.360 0.0529
C -0.245 -3.220 -4.156 -0.2291
S 0.943 -2.004 -4.975 0.8519
O 2.385 -2.403 -4.524 -0.5962
C 0.764 -2.674 -6.710 -0.2323
H -0.173 -2.933 -3.107 0.0059
H 0.264 -4.184 -4.123 0.0518
H -1.292 -3.228 -4.460 0.0411
H 0.833 -3.761 -6.679 0.0472
H 1.621 -2.341 -7.296 0.0489
H -0.146 -2.361 -7.221 0.0483
C -1.059 0.255 0.594 -0.2337
S 0.212 -1.009 0.122 0.8707
O 0.203 -0.987 -1.421 -0.6395
C 1.729 -0.047 0.596 -0.2554
H -0.928 1.202 0.070 0.0455
H -1.168 0.316 1.677 0.0251
H -1.924 -0.187 0.100 0.0198
H 1.695 1.013 0.343 0.0448
H 2.575 -0.440 0.031 0.0036
H 1.856 -0.218 1.665 0.0312
C -5.869 1.971 -0.256 -0.2412
S -5.845 3.806 -0.008 0.8108
O -7.088 4.459 -0.591 -0.5717
C -6.029 4.003 1.841 -0.2333
H -6.213 1.776 -1.272 0.0431
H -6.571 1.499 0.430 0.0513
H -4.900 1.488 -0.128 0.0310
H -5.423 3.274 2.378 0.0272
H -7.020 3.700 2.179 0.0498
H -5.801 5.028 2.136 0.0494
C 1.593 -0.995 6.523 -0.2477
S 2.097 -1.402 4.770 0.8493
O 0.848 -1.688 3.911 -0.6105
C 2.688 -3.143 5.111 -0.2248
H 1.187 0.013 6.607 0.0193
H 2.483 -1.150 7.133 0.0441
H 0.903 -1.738 6.923 0.0565
H 1.845 -3.773 5.397 0.0636
H 3.392 -3.097 5.942 0.0474
H 3.132 -3.610 4.232 0.0264
C -5.501 -1.263 -4.307 -0.2384
S -4.702 -0.972 -2.672 0.8377
O -5.410 -1.859 -1.666 -0.5559
C -3.163 -1.751 -3.095 -0.3016
H -4.853 -0.892 -5.100 0.0470
H -6.475 -0.775 -4.268 0.0472
H -5.689 -2.312 -4.537 0.0554
H -3.288 -2.790 -3.401 0.0551
H -2.623 -1.808 -2.150 0.0319
H -2.624 -1.210 -3.873 0.0292
C -4.864 7.205 -1.894 -0.2674
S -3.747 6.897 -3.266 0.8367
O -3.241 8.252 -3.769 -0.5867
C -2.276 6.152 -2.437 -0.2682
H -5.775 7.632 -2.313 0.0528
H -4.471 7.890 -1.142 0.0597
H -5.030 6.347 -1.241 0.0154
H -2.583 5.271 -1.874 0.0270
H -1.790 6.897 -1.807 0.0539
H -1.586 5.890 -3.238 0.0400
C -0.130 2.645 -3.376 -0.2241
S -0.972 1.003 -3.215 0.8327
O -2.300 1.279 -2.527 -0.5815
C -1.290 0.904 -5.092 -0.2255
H 0.716 2.508 -4.049 0.0255
H 0.291 2.805 -2.384 0.0325
H -0.860 3.407 -3.648 0.0557
H -0.722 1.603 -5.705 0.0486
H -2.324 1.140 -5.343 0.0501
H -1.014 -0.056 -5.529 -0.0045
C 1.043 -4.463 1.845 -0.2293
S 2.634 -5.508 1.793 0.8485
O 3.073 -5.956 3.245 -0.5955
C 1.900 -7.027 1.031 -0.2380
H 1.113 -3.519 2.385 0.0111
H 0.384 -5.065 2.470 0.0338
H 0.645 -4.217 0.860 0.0199
H 0.916 -7.092 1.495 0.0257
H 2.461 -7.905 1.351 0.0490
H 1.974 -7.005 -0.056 0.0380
```

Record 4
The following is a DFT calculation (wB97M-V/def2-TZVPD) of a structure of composition C41H49BaBrN4O3P2 at a distorted geometry.

Summary:
* orbital gap: 6.87 eV
* maximum force: 4.39 eV/Å
* E_HOMO: -6.78 eV
* calculated total energy: -5318.62581 Eh
* energy relative to the best compared isomer or geometry (same formula, charge and spin): 320.5 kJ/mol

Structure (XYZ):
```
101
Properties=species:S:1:pos:R:3:lowdin_charge:R:1
Ba 0.199 -0.102 -0.961 2.1048
C -2.197 -2.386 2.796 -0.1165
C -0.795 -1.837 3.085 -0.5345
C 0.232 -2.969 3.029 -0.1034
P -0.443 -0.439 1.892 0.9847
C -1.295 1.001 2.706 -0.5468
C -2.664 1.223 2.035 -0.1119
C -1.451 0.955 4.225 -0.1208
C 1.359 -0.131 2.136 -0.3151
C 1.883 0.844 2.994 -0.0386
C 3.247 1.064 3.116 -0.2738
C 3.796 2.120 4.049 -0.0540
C 4.102 0.291 2.325 -0.0403
C 3.614 -0.653 1.439 -0.0310
C 2.231 -0.892 1.324 -0.3645
N 1.681 -1.779 0.375 -0.1393
C 2.199 -3.010 0.143 -0.2972
C 3.098 -3.696 1.019 -0.0265
C 3.457 -5.006 0.828 -0.0345
C 2.992 -5.781 -0.256 -0.2857
C 3.385 -7.235 -0.410 -0.0579
C 2.150 -5.150 -1.137 -0.0710
C 1.757 -3.794 -0.987 -0.2303
P 0.604 -3.107 -2.128 0.9603
C 0.693 -3.846 -3.775 -0.4311
C 0.024 -5.221 -3.959 -0.0748
C 2.158 -3.856 -4.242 -0.0779
C -1.098 -3.221 -1.396 -0.4383
C -2.267 -3.064 -2.385 -0.0819
C -1.194 -4.544 -0.615 -0.0843
H -2.451 -3.187 3.498 0.0814
H -2.239 -2.799 1.781 0.0594
H -2.971 -1.618 2.874 0.0539
H -0.775 -1.415 4.089 0.0856
H 0.229 -3.463 2.052 0.0567
H -0.009 -3.721 3.791 0.0840
H 1.247 -2.614 3.219 0.0712
H -0.661 1.846 2.428 0.0772
H -3.337 0.376 2.207 0.0607
H -2.569 1.361 0.956 0.0553
H -3.148 2.121 2.444 0.0859
H -2.197 0.209 4.524 0.0750
H -1.802 1.928 4.586 0.0823
H -0.517 0.724 4.745 0.0664
H 1.207 1.460 3.586 0.0990
H 3.000 2.577 4.635 0.0708
H 4.299 2.915 3.493 0.0797
H 4.527 1.696 4.744 0.0773
H 5.177 0.448 2.393 0.1145
H 4.296 -1.196 0.795 0.1154
H 3.472 -3.170 1.891 0.1048
H 4.122 -5.472 1.555 0.1167
H 4.463 -7.375 -0.274 0.0767
H 3.121 -7.609 -1.401 0.0704
H 2.880 -7.868 0.327 0.0781
H 1.774 -5.722 -1.980 0.0847
H 0.151 -3.103 -4.352 0.1118
H 0.595 -6.024 -3.491 0.0671
H -0.029 -5.441 -5.027 0.0876
H -0.991 -5.259 -3.565 0.0527
H 2.761 -4.553 -3.660 0.0717
H 2.613 -2.868 -4.162 0.0838
H 2.195 -4.164 -5.289 0.0865
H -1.145 -2.392 -0.670 0.0534
H -2.498 -4.013 -2.874 0.0702
H -2.067 -2.321 -3.149 0.0592
H -3.158 -2.753 -1.833 0.0894
H -1.083 -5.409 -1.279 0.0772
H -2.179 -4.605 -0.143 0.0869
H -0.436 -4.623 0.165 0.0658
Br 1.558 10.658 -0.032 0.7289
C 0.051 9.590 -0.435 -0.7077
C -1.095 9.713 0.324 -0.1261
C -2.203 8.921 0.021 -0.0402
C -2.144 7.986 -0.990 -0.2832
C -0.988 7.886 -1.761 -0.0312
C 0.110 8.693 -1.493 -0.1191
N -3.374 7.280 -1.352 0.0682
N -3.435 6.039 -1.530 0.0614
C -2.463 5.055 -1.081 -0.2144
C -1.651 5.129 0.029 -0.0176
C -0.809 4.079 0.416 -0.0065
C -0.720 2.903 -0.317 -0.4068
O 0.100 1.937 -0.040 -0.4565
C -1.639 2.768 -1.440 -0.1578
N -1.634 1.568 -2.109 -0.0069
C -2.434 1.415 -3.139 -0.1388
C -3.309 2.423 -3.586 -0.0510
C -3.331 3.618 -2.932 -0.0003
C -2.486 3.828 -1.808 -0.1019
H -1.134 10.421 1.142 0.1007
H -3.119 9.016 0.595 0.1151
H -0.955 7.176 -2.579 0.1182
H 1.008 8.619 -2.097 0.1027
H -1.681 6.007 0.648 0.1080
H -0.185 4.174 1.300 0.1160
H -2.387 0.452 -3.652 0.1059
H -3.959 2.236 -4.435 0.1043
H -3.984 4.422 -3.245 0.1076
O 1.115 -1.587 -2.338 -0.6331
O -0.147 -1.114 -2.982 -0.5521
```